Entry 1:
Computed, not measured: the molecule C4H7NO2, with the ωB97M-V functional and the def2-TZVPD basis.

The calculated total energy is -9844.781 eV. The HOMO-LUMO gap comes out at 0.352 Ha. The calculation puts the energy above the lowest of the compared OMol25 structures with the same formula, charge and spin at 2.4986 eV.

```
! wB97M-V def2-TZVPD RIJCOSX def2/J DEFGRID3
* xyz 0 1
C -1.13 -0.91 0.87
C -0.27 -0.31 -0.24
C -0.49 1.10 -0.70
O -1.59 1.60 -0.19
C 1.25 -0.47 0.04
O 1.67 -1.30 0.83
N 2.03 0.36 -0.70
H -0.93 -0.42 1.83
H -2.19 -0.80 0.64
H -0.89 -1.97 0.99
H -0.43 -0.86 -1.18
H -1.63 2.49 -0.55
H 1.59 1.14 -1.16
H 3.02 0.37 -0.49
*
```

These are the Mulliken partial charges, in e, on atoms 1 to 2:
1 C -1.392
2 C 1.080

***

Entry 2:
Computed, not measured: the molecule C4H7NO2 in a non-equilibrium geometry, with the ωB97M-V functional and the def2-TZVPD basis.

The calculated total energy is -9846.578 eV. The HOMO-LUMO gap comes out at 0.405 Ha. Its SMILES is CC(=O)N(C)C=O. The calculation puts the energy above the lowest of the compared OMol25 structures with the same formula, charge and spin at 0.7014 eV.

```
! wB97M-V def2-TZVPD RIJCOSX def2/J DEFGRID3
* xyz 0 1
C -1.37 -0.19 -1.09
C 0.16 1.44 -0.10
C 0.29 -0.95 0.49
C 1.43 -0.72 1.49
H -2.17 -0.58 -0.58
H -1.01 -0.91 -1.79
H -1.63 0.78 -1.54
H 0.93 1.53 0.61
H 0.98 -0.25 2.42
H 2.18 -0.02 1.05
H 1.90 -1.70 1.83
N -0.22 0.14 -0.23
O -0.23 2.36 -0.80
O -0.11 -2.03 0.16
*
```

These are the Mulliken partial charges, in e, on atoms 1 to 2:
1 C -0.958
2 C 0.095

***

Entry 3:
Computed, not measured: a structure of composition C4H7NO2, with the ωB97M-V functional and the def2-TZVPD basis.

The calculated total energy is -9844.066 eV. The HOMO-LUMO gap comes out at 0.314 Ha. The calculation puts the energy above the lowest of the compared OMol25 structures with the same formula, charge and spin at 3.2142 eV.

```
! wB97M-V def2-TZVPD RIJCOSX def2/J DEFGRID3
* xyz 0 1
C -1.37 -0.15 -1.11
C -0.03 0.30 -0.51
C 1.02 -0.94 -0.54
O 0.40 1.48 -0.78
C 0.20 0.01 1.02
O 0.95 -1.06 0.95
N 0.19 0.77 2.09
H -1.26 -0.07 -2.20
H -1.65 -1.18 -0.86
H -2.17 0.54 -0.82
H 2.02 -0.57 -0.79
H 0.77 -1.89 -1.01
H 0.89 0.64 2.81
H -0.18 1.70 1.97
*
```

These are the Mulliken partial charges, in e, on atoms 1 to 2:
1 C -1.310
2 C 1.180

***

| no. | E_HOMO (eV) | LUMO (eV) |
| --- | --- | --- |
| 1 | -9.02 | 0.561 |
| 2 | -10.33 | 0.690 |
| 3 | -8.00 | 0.535 |